(one)
Density functional theory data (the ωB97M-V functional and the def2-TZVPD basis) for 2 unconnected molecules or ions with the total composition C6H14O.

Geometry as ORCA input:
```
! RIJCOSX wB97M-V def2-TZVPD def2/J DEFGRID3
* xyz 0 1
O 1.573 -1.487 0.477
C 1.465 -0.256 -0.006
C 0.194 0.518 0.305
C -2.179 0.419 1.104
C -1.088 -0.318 0.327
C 2.726 0.580 -0.063
C -1.584 -0.663 -1.079
H -1.814 0.249 -1.647
H 2.960 0.849 0.973
H -0.854 -1.241 -1.656
H 0.384 0.907 1.318
H -2.423 1.376 0.626
H 1.399 -1.258 -0.863
H 0.101 1.388 -0.359
H -0.841 -1.249 0.851
H -3.099 -0.175 1.146
H 3.554 -0.015 -0.452
H -2.502 -1.259 -1.027
H 1.297 -0.484 -1.456
H 2.598 1.493 -0.652
H -1.866 0.627 2.133
*
```

## Properties
**HOMO energy**: -9.4 eV

=====

(two)
Density functional theory data (the ωB97M-V functional and the def2-TZVPD basis) for 2 unconnected molecules or ions with the total composition C6H14O.

Geometry as ORCA input:
```
! RIJCOSX wB97M-V def2-TZVPD def2/J DEFGRID3
* xyz 0 1
O -2.232 -0.351 1.366
C 1.950 -1.799 -0.531
C -1.529 0.340 0.665
C -2.021 0.879 -0.662
C 0.834 1.476 0.548
C 0.449 -1.725 -0.755
C -0.412 1.295 1.370
H 1.638 1.904 1.143
H 0.654 2.057 -0.354
H -0.929 2.246 1.519
H -1.253 0.678 -1.419
H -0.212 0.836 2.338
H -2.940 0.362 -0.959
H 2.174 -1.966 0.521
H 1.148 0.470 0.183
H 2.390 -2.599 -1.123
H 0.015 -2.715 -0.623
H 2.417 -0.851 -0.805
H 0.210 -1.464 -1.785
H -0.158 -1.018 -0.028
H -2.194 1.946 -0.609
*
```

## Properties
**SMILES string**: CCC(C)=O.CC
**HOMO energy**: -9.3 eV

=====

Relative energies, kcal/mol: (one) 61.5; (two) 0.0.

=====

(one)
Density functional theory data (the ωB97M-V functional and the def2-TZVPD basis) for a molecular structure, C7H18CuF3N6O5.

Geometry as ORCA input:
```
! RIJCOSX wB97M-V def2-TZVPD def2/J DEFGRID3
* xyz 0 1
Cu 17.885 26.982 21.458
F 18.113 30.554 24.422
F 16.170 30.239 23.683
F 17.627 31.431 22.588
O 19.249 27.150 20.231
O 16.409 26.456 20.574
O 18.151 29.047 21.211
O 18.325 25.501 21.515
O 17.773 27.752 23.011
N 15.101 28.179 20.409
N 20.355 28.886 20.974
N 14.731 26.569 19.153
N 17.832 23.671 22.726
N 17.686 23.583 20.599
N 21.560 27.317 20.439
C 15.526 27.082 20.010
C 17.280 27.462 24.323
C 17.447 30.300 23.345
C 18.197 29.074 22.612
C 17.986 24.328 21.578
C 16.559 26.116 24.234
C 20.300 27.723 20.466
H 15.978 25.893 25.129
H 21.122 29.430 21.343
H 15.890 25.980 23.385
H 17.395 22.760 22.717
H 14.005 27.110 18.705
H 21.706 26.592 19.752
H 18.167 27.225 24.910
H 16.610 28.134 24.860
H 14.976 25.630 18.872
H 17.880 23.837 19.641
H 17.610 22.616 20.882
H 19.243 29.065 22.919
H 18.087 24.070 23.617
H 14.432 28.746 19.908
H 17.171 25.271 23.917
H 19.418 29.241 21.101
H 22.273 28.031 20.498
H 15.652 28.648 21.114
*
```

## Properties
**HOMO energy**: -4.8 eV

=====

(two)
Density functional theory data (the ωB97M-V functional and the def2-TZVPD basis) for a molecular structure, C7H18CuF3N6O5.

Geometry as ORCA input:
```
! RIJCOSX wB97M-V def2-TZVPD def2/J DEFGRID3
* xyz 0 1
Cu -0.466 -0.485 -0.746
F -3.655 2.387 -1.779
F -2.437 4.072 -2.296
F -3.799 4.138 -0.685
O 3.964 1.046 -1.923
O -0.997 1.870 -0.734
O -2.305 2.367 1.074
O 1.438 -1.628 -1.579
O -0.011 -2.140 0.924
N 2.832 -3.208 -0.920
N 1.765 1.249 -1.547
N 3.215 2.883 -0.841
N 1.331 -2.707 2.671
N -0.472 -3.785 2.319
N 2.760 -2.674 -2.983
C 3.051 1.683 -1.453
C -3.623 0.765 2.436
C -1.850 2.842 -0.189
C -3.520 1.636 1.151
C -2.946 3.354 -1.216
C 0.251 -2.857 1.910
C 2.270 -2.474 -1.794
H -0.268 -4.334 3.142
H -4.421 2.159 0.830
H -3.373 0.809 0.457
H -1.359 -3.776 1.837
H 2.741 -2.956 0.054
H -2.642 0.543 2.855
H 1.545 0.503 -2.191
H 0.945 1.617 -1.085
H -4.166 1.282 3.228
H 4.128 3.310 -0.779
H -1.302 3.753 0.052
H 2.439 3.405 -0.460
H 3.422 -3.941 -1.288
H 1.516 -3.419 3.362
H -3.991 -0.234 2.201
H 2.415 -1.940 -3.585
H 1.948 -1.921 2.516
H 3.626 -3.192 -2.950
*
```

## Properties
**HOMO energy**: -7.9 eV

=====

Relative energies, kcal/mol: (one) 140.3; (two) 0.0.

=====

(one)
Density functional theory data (the ωB97M-V functional and the def2-TZVPD basis) for 4 unconnected molecules or ions with the total composition H9O4.

Geometry as ORCA input:
```
! RIJCOSX wB97M-V def2-TZVPD def2/J DEFGRID3
* xyz 1 1
O 0.653 -0.009 3.037
O -0.316 -3.664 0.468
O 0.020 6.345 -5.535
O -0.957 -1.846 1.989
H -0.493 -2.777 1.558
H 0.797 0.818 2.563
H -0.315 5.913 -6.337
H 1.393 -0.109 3.640
H 0.628 -3.860 0.506
H -0.891 -4.451 0.383
H -1.235 -1.448 1.133
H -0.262 -1.125 2.152
H 0.978 6.212 -5.556
*
```

## Properties
**HOMO energy**: -12.9 eV

=====

(two)
Density functional theory data (the ωB97M-V functional and the def2-TZVPD basis) for a molecular structure, H9O4.

Geometry as ORCA input:
```
! RIJCOSX wB97M-V def2-TZVPD def2/J DEFGRID3
* xyz 1 1
O 0.124 -0.580 1.477
O -1.391 -0.330 -0.362
O -1.387 0.732 -2.621
O 2.703 0.028 1.538
H -2.218 0.730 -3.109
H 2.893 0.411 2.407
H -0.242 -0.279 2.316
H 1.103 -0.373 1.453
H 3.014 0.740 0.959
H -1.286 0.229 -1.269
H -2.224 0.115 -0.140
H -0.497 -0.394 0.442
H -0.723 0.144 -3.000
*
```

## Properties
**HOMO energy**: -16.5 eV

=====

(three)
Density functional theory data (the ωB97M-V functional and the def2-TZVPD basis) for 4 unconnected molecules or ions with the total composition H9O4.

Geometry as ORCA input:
```
! RIJCOSX wB97M-V def2-TZVPD def2/J DEFGRID3
* xyz 1 1
O -0.884 -2.057 0.359
O 2.228 -0.843 0.257
O -1.448 2.518 -0.221
O 0.030 0.380 -0.411
H 2.609 -0.973 -0.621
H -0.426 -2.321 1.162
H 2.936 -0.952 0.895
H 0.957 0.125 -0.144
H -2.119 2.519 -0.917
H -0.727 -2.714 -0.332
H -0.576 1.133 -0.159
H -0.472 -0.456 -0.209
H -1.444 3.328 0.294
*
```

## Properties
**HOMO energy**: -16.5 eV

=====

Relative energies, kcal/mol: (one) 21.6; (two) 5.3; (three) 0.0.

=====

(one)
Density functional theory data (the ωB97M-V functional and the def2-TZVPD basis) for 4 unconnected molecules or ions with the total composition H9O4.

Geometry as ORCA input:
```
! RIJCOSX wB97M-V def2-TZVPD def2/J DEFGRID3
* xyz 1 1
O -0.109 -0.071 -0.043
O 0.602 -1.575 -1.929
O 1.501 1.802 0.339
O -1.982 0.036 1.520
H -2.632 0.654 1.938
H 0.487 0.826 -0.030
H -2.313 -0.848 1.841
H 1.656 2.417 1.039
H 0.507 -1.867 -2.886
H 0.851 -2.328 -1.466
H -1.027 0.043 0.418
H 2.406 1.564 0.214
H 0.054 -0.653 -0.955
*
```

## Properties
**HOMO energy**: -16.6 eV

=====

(two)
Density functional theory data (the ωB97M-V functional and the def2-TZVPD basis) for 4 unconnected molecules or ions with the total composition H9O4.

Geometry as ORCA input:
```
! RIJCOSX wB97M-V def2-TZVPD def2/J DEFGRID3
* xyz 1 1
O 1.379 0.994 0.926
O 2.962 0.383 -0.827
O -3.609 -1.266 -0.612
O -1.024 0.145 0.751
H -4.036 -0.619 -1.183
H 0.455 0.592 0.788
H 2.010 0.690 0.097
H 3.583 -0.311 -1.043
H -1.300 0.075 -0.167
H -4.222 -2.007 -0.584
H 3.356 1.244 -1.029
H 1.911 0.634 1.651
H -1.463 -0.555 1.234
*
```

## Properties
**HOMO energy**: -14.7 eV

=====

Relative energies, kcal/mol: (one) 0.0; (two) 1.8.

=====

(one)
Density functional theory data (the ωB97M-V functional and the def2-TZVPD basis) for a molecular structure, C3H2O.

Geometry as ORCA input:
```
! RIJCOSX wB97M-V def2-TZVPD def2/J DEFGRID3
* xyz 0 1
O -1.231 -0.157 0.011
C 1.260 -0.176 0.123
C 0.288 -0.029 0.991
C 2.378 0.118 -0.445
H -1.956 0.405 0.119
H -0.739 -0.161 -0.799
*
```

## Properties
**HOMO energy**: -9.8 eV

=====

(two)
Density functional theory data (the ωB97M-V functional and the def2-TZVPD basis) for 2 unconnected molecules or ions with the total composition C3H2O.

Geometry as ORCA input:
```
! RIJCOSX wB97M-V def2-TZVPD def2/J DEFGRID3
* xyz 0 1
O 1.801 -1.226 1.040
C 0.804 -0.584 1.126
C -0.926 0.563 -1.393
C -0.245 0.179 -0.527
H 0.170 0.027 1.832
H -1.604 1.042 -2.076
*
```

## Properties
**HOMO energy**: -10.3 eV

=====

Relative energies, kcal/mol: (one) 65.5; (two) 0.0.

=====

(one)
Density functional theory data (the ωB97M-V functional and the def2-TZVPD basis) for a single C3H2O molecule.

Geometry as ORCA input:
```
! RIJCOSX wB97M-V def2-TZVPD def2/J DEFGRID3
* xyz 0 1
O -1.988 0.276 -0.401
C 0.362 0.978 -0.320
C 1.215 0.204 0.108
C -0.838 0.069 -0.155
H -0.516 -0.905 0.260
H 1.764 -0.622 0.507
*
```

## Properties
**SMILES string**: C#CC=O
**HOMO energy**: -10.3 eV

=====

(two)
Density functional theory data (the ωB97M-V functional and the def2-TZVPD basis) for a single C3H2O molecule.

Geometry as ORCA input:
```
! RIJCOSX wB97M-V def2-TZVPD def2/J DEFGRID3
* xyz 0 1
O -1.302 -2.112 -1.554
C -0.396 -0.623 0.347
C -0.792 -1.213 -1.039
C -0.029 -0.060 -0.821
H -0.264 -0.673 1.396
H 0.632 0.742 -1.076
*
```

## Properties
**SMILES string**: O=c1cc1
**HOMO energy**: -9.2 eV

=====

Relative energies, kcal/mol: (one) 38.3; (two) 0.0.